# 1
# C15H33N4PtSSi3

C15H33N4PtSSi3 as an isolated structure (wB97M-V/def2-TZVPD, the Open Molecules 2025 dataset).

Last column: Mulliken charge in e.
CARTESIAN COORDINATES (ANGSTROEM)
Pt 0.910 0.957 0.323  2.4297
C -0.607 0.792 -3.157  -1.0016
Si -1.752 0.123 -1.827  -0.0491
C -3.014 1.431 -1.386  -1.1237
C -2.598 -1.429 -2.374  -1.0216
C -0.454 -0.314 -0.412  -1.2257
Si -1.115 0.253 1.822  0.3310
C -0.197 -0.398 3.283  -1.1249
C -2.380 -0.995 1.217  -0.9881
C -1.906 1.905 2.100  -1.3951
Si 0.408 -2.071 -0.605  -0.4785
C -0.597 -3.592 -0.283  -1.2301
C 1.237 -2.057 -2.267  -1.0656
C 1.723 -1.863 0.723  0.6267
C 2.429 -2.912 1.288  -0.7849
C 3.392 -2.671 2.260  -0.4541
C 3.624 -1.364 2.657  -1.0121
C 2.899 -0.348 2.071  0.0876
N 1.976 -0.593 1.122  0.3154
H -1.251 0.944 -4.030  0.4893
H 0.171 0.095 -3.458  0.3490
H -0.126 1.754 -2.963  0.3138
H -3.601 1.580 -2.298  0.5260
H -2.644 2.424 -1.117  0.3872
H -3.721 1.117 -0.619  0.4069
H -3.259 -1.161 -3.203  0.4541
H -3.223 -1.880 -1.602  0.4022
H -1.911 -2.185 -2.756  0.3113
H 0.253 -1.375 3.110  0.3461
H -0.940 -0.516 4.080  0.5101
H 0.562 0.293 3.653  0.3743
H -2.053 -1.982 0.907  0.2471
H -3.123 -0.604 0.531  0.2513
H -2.884 -1.137 2.188  0.5238
H -1.196 2.653 2.462  0.4393
H -2.637 1.775 2.906  0.4753
H -2.472 2.279 1.245  0.4169
H -1.536 -3.626 -0.835  0.4488
H -0.804 -3.748 0.777  0.4662
H -0.003 -4.444 -0.630  0.4632
H 0.539 -2.173 -3.096  0.4170
H 1.898 -2.930 -2.279  0.4556
H 1.857 -1.177 -2.437  0.3777
H 2.224 -3.926 0.968  0.4837
H 3.947 -3.488 2.702  0.4977
H 4.357 -1.122 3.415  0.4857
H 3.046 0.681 2.371  0.5084
N -0.027 2.692 -0.405  -0.5295
N 0.857 3.718 -0.816  -0.2925
C 2.171 3.632 -0.569  0.8786
N 2.957 4.635 -0.871  -0.3620
S 2.838 2.199 0.126  -0.5241
H -0.623 2.462 -1.202  -0.0050
H -0.627 3.053 0.341  0.4106
H 0.430 4.567 -1.166  0.2844
H 2.626 5.502 -1.276  0.2351
H 3.954 4.564 -0.713  0.2408

Results
- Total charge: +3
- Frontier orbital gap: 7.42 eV
- Spin multiplicity: 1
- Energy: -59741.4544 eV
- LUMO: -11.4740 eV
- HOMO: -18.896 eV



# 2
# C15H33O4PS

One molecule with the formula C15H33O4PS (wB97M-V/def2-TZVPD, the Open Molecules 2025 dataset).

Last column: Mulliken charge in e.
CARTESIAN COORDINATES (ANGSTROEM)
C -0.336 4.728 0.816  -0.8926
C -0.310 5.771 -0.347  -0.5820
C -1.451 5.559 -1.414  -0.5297
C -1.084 4.299 -2.265  -0.0571
C -2.297 3.738 -3.101  -0.7578
C -2.018 2.227 -3.417  -0.8168
C -2.870 1.203 -2.591  -0.6716
C -3.136 1.599 -1.104  -0.7077
C -1.971 1.198 -0.125  -0.4627
C -1.870 -0.367 0.024  -0.5502
C -1.350 -0.801 1.434  -0.8919
C -0.741 -2.234 1.482  -0.5098
O 0.706 -2.112 1.499  -0.3009
P 1.346 -3.443 2.250  1.0317
O 0.484 -4.656 1.980  -0.6490
O 1.402 -3.049 3.877  -0.5019
O 2.923 -3.690 1.739  -0.3288
C 3.374 -4.913 2.353  -0.3368
C 4.852 -5.244 1.944  -0.8382
C 4.941 -6.485 0.976  -0.4508
S 5.712 -5.862 -0.592  -0.2921
H -1.365 4.479 1.148  0.2201
H 0.267 5.073 1.684  0.3648
H 0.147 3.792 0.461  0.2101
H -0.298 6.825 -0.004  0.3755
H 0.653 5.616 -0.891  0.2574
H -1.462 6.476 -2.041  0.2992
H -2.435 5.459 -0.906  0.2581
H -0.795 3.475 -1.570  -0.2207
H -0.188 4.465 -2.904  0.3346
H -2.313 4.299 -4.064  0.4018
H -3.267 3.925 -2.599  0.3907
H -0.925 2.018 -3.372  0.3940
H -2.287 2.074 -4.491  0.3975
H -3.808 0.930 -3.125  0.3781
H -2.278 0.255 -2.557  0.1952
H -3.422 2.657 -0.948  0.3322
H -4.014 0.995 -0.769  0.4619
H -1.001 1.661 -0.387  0.1416
H -2.292 1.569 0.879  0.3452
H -2.862 -0.841 -0.144  0.3332
H -1.177 -0.743 -0.759  0.3369
H -2.174 -0.674 2.173  0.3378
H -0.579 -0.052 1.733  0.3510
H -1.105 -2.703 2.423  0.4175
H -1.102 -2.888 0.664  0.3669
H 1.592 -3.873 4.341  0.3522
H 3.350 -4.832 3.465  0.1552
H 2.756 -5.789 2.057  0.3659
H 5.333 -4.385 1.438  0.4383
H 5.417 -5.513 2.860  0.2782
H 3.940 -6.894 0.718  0.3498
H 5.516 -7.321 1.422  0.3443
H 5.872 -7.001 -1.352  0.1324

Results
- Frontier orbital gap: 9.68 eV
- Spin multiplicity: 1
- Energy: -44405.7197 eV
- LUMO: 0.5436 eV
- HOMO: -9.133 eV



# 3
# C15H34BN2O6P

A 2-piece molecular cluster, C15H34BN2O6P overall (wB97M-V/def2-TZVPD, the Open Molecules 2025 dataset).

Last column: Mulliken charge in e.
CARTESIAN COORDINATES (ANGSTROEM)
C -3.386 1.024 3.210  -1.0992
C -2.615 -0.349 2.903  -0.2509
B -1.003 -0.289 3.041  0.4605
O -0.405 1.061 3.053  -0.6930
N -0.061 -1.445 3.098  -0.2171
C 0.269 -1.898 4.475  0.2597
C -0.770 -2.938 5.118  0.2507
O -0.302 -4.057 5.540  -0.7033
O -2.109 -2.708 5.298  -0.6912
P 0.548 -0.537 5.741  0.6591
O 1.531 0.567 5.299  -0.6759
O 1.310 -1.310 7.080  -0.5387
O -0.912 0.103 6.382  -0.5313
H -2.800 1.971 2.983  0.2167
H -3.821 1.058 4.266  0.3054
H -4.302 1.046 2.504  0.3167
H -3.122 -1.170 3.508  0.3032
H -2.834 -0.598 1.791  0.2566
H -0.591 1.434 3.951  0.2898
H -0.435 -2.244 2.555  0.2585
H 1.270 -2.467 4.398  0.1141
H 1.719 -0.608 7.637  0.3216
H -1.349 -0.621 6.905  0.3573
C 1.735 0.409 0.461  -1.2734
C 0.708 1.176 -0.358  -0.7140
C -0.134 0.302 -1.294  -0.6088
C 0.593 -0.499 -2.375  -0.6837
N 0.865 0.202 -3.715  0.2044
C 1.470 1.591 -3.604  -0.8875
C 2.902 1.346 -3.182  -0.3565
C 3.313 0.079 -3.918  -0.7300
C 2.022 -0.572 -4.403  -0.6351
C -0.320 0.165 -4.687  -0.7778
C -1.573 0.904 -4.229  -0.4934
C -2.620 -0.024 -3.614  -1.3119
H 2.450 -0.131 -0.167  0.4086
H 2.307 1.104 1.080  0.4234
H 1.246 -0.308 1.125  0.1514
H 1.208 1.981 -0.901  0.2465
H 0.026 1.674 0.339  0.5097
H -0.920 0.928 -1.712  0.1480
H -0.652 -0.427 -0.660  0.4746
H 0.007 -1.385 -2.633  0.3990
H 1.550 -0.863 -1.997  0.5824
H 1.443 2.041 -4.602  0.5548
H 0.881 2.209 -2.930  0.4484
H 2.973 1.179 -2.103  -0.0082
H 3.553 2.191 -3.415  0.5951
H 3.874 -0.592 -3.263  0.3650
H 3.960 0.308 -4.767  0.3008
H 1.936 -1.632 -4.161  0.3954
H 1.919 -0.438 -5.482  0.4159
H -0.522 -0.889 -4.902  0.5480
H 0.038 0.630 -5.610  0.4939
H -2.037 1.359 -5.108  0.4453
H -1.339 1.735 -3.563  0.3426
H -3.063 -0.660 -4.384  0.3993
H -3.423 0.561 -3.159  0.3578
H -2.206 -0.679 -2.847  0.3009

Results
- Frontier orbital gap: 5.54 eV
- Spin multiplicity: 1
- Energy: -41337.1009 eV
- LUMO: -0.8671 eV
- HOMO: -6.406 eV



# 4
# C15H34FeNO4

C15H34FeNO4 as an isolated structure (wB97M-V/def2-TZVPD, the Open Molecules 2025 dataset).

Last column: Mulliken charge in e.
CARTESIAN COORDINATES (ANGSTROEM)
Fe -0.451 1.291 0.647  1.7360
C 3.247 1.416 -1.421  -1.0106
C 2.673 2.142 -0.211  -0.6333
O 1.496 1.657 0.350  -0.6089
H 2.608 1.392 -2.304  0.2212
H 3.654 0.420 -1.247  0.2224
H 4.160 1.907 -1.756  0.4666
H 2.432 3.188 -0.401  0.3697
H 3.461 2.249 0.534  0.3093
C -0.005 0.521 4.683  -0.9570
C -0.768 1.695 3.951  -0.5331
O -0.853 1.469 2.609  -0.7835
H -0.648 -0.360 4.691  0.2568
H 0.207 0.836 5.705  0.4323
H 0.943 0.394 4.160  0.2109
H -0.213 2.613 4.144  0.3399
H -1.730 1.865 4.435  0.3186
C -3.429 3.172 -2.013  -1.0270
C -2.528 3.578 -0.797  -0.5569
O -1.667 2.537 -0.426  -0.7550
H -4.118 4.009 -2.121  0.4015
H -3.874 2.226 -1.705  0.2426
H -2.806 3.033 -2.896  0.2284
H -3.175 3.817 0.047  0.3602
H -1.968 4.444 -1.151  0.3283
C -0.429 -3.292 0.678  -1.3336
C 0.332 -1.910 0.719  1.1680
C 1.783 -2.173 0.186  -1.2288
C 1.826 -2.504 -1.330  -0.8645
C 1.103 -1.454 -2.094  -0.7998
C -0.328 -1.126 -1.631  1.4445
N -0.318 -0.873 -0.202  2.3339
O -1.563 -0.459 0.376  -0.5313
C -0.626 0.243 -2.318  -2.2832
C -1.316 -2.149 -2.240  -1.7100
C 0.518 -1.439 2.139  -2.2687
H -0.439 -3.838 1.621  0.4540
H -0.015 -4.043 0.004  0.2938
H -1.461 -3.090 0.391  0.1460
H 2.406 -1.300 0.380  0.2694
H 2.218 -3.009 0.733  0.4088
H 1.280 -3.443 -1.419  0.3244
H 2.862 -2.682 -1.621  0.4191
H 1.205 -1.759 -3.136  0.5622
H 1.782 -0.602 -2.116  -0.3288
H -0.462 0.161 -3.392  0.5420
H -1.640 0.513 -2.023  0.6084
H -0.022 1.061 -1.923  0.1409
H -1.622 -1.873 -3.249  0.4562
H -1.004 -3.193 -2.259  0.3157
H -2.212 -2.100 -1.620  0.3097
H -0.358 -0.971 2.588  0.4466
H 1.279 -0.661 2.197  0.3085
H 0.742 -2.342 2.707  0.4411
H -2.167 -1.205 0.349  0.3760

Results
- Frontier orbital gap (alpha / beta): 9.09 / 7.54 eV
- Expectation value of S²: 8.77
- Spin multiplicity: 6
- Energy: -60169.6778 eV
- LUMO (alpha / beta): 0.2934 / -0.6686 eV
- HOMO (alpha / beta): -8.799 / -8.206 eV



Question: Which formula does entry 3 have?
Answer: C15H34BN2O6P